{"formula": "C28H26N5O2SiTc", "method": "ωB97M-V/def2-TZVPD", "multiplicity": 2, "homo_lumo_gap_ev": [6.4103, 5.9410], "homo_ev": [-10.71, -10.83], "total_charge": 1, "max_force_ev_per_a": 1.6, "species": ["Tc", "O", "C", "N", "C", "C", "C", "C", "C", "C", "N", "C", "O", "C", "C", "C", "C", "C", "N", "C", "C", "C", "C", "C", "N", "H", "H", "H", "H", "H", "H", "H", "H", "H", "H", "H", "H", "C", "C", "C", "N", "C", "C", "H", "H", "H", "H", "H", "C", "Si", "C", "C", "C", "C", "H", "H", "H", "H", "H", "H", "H", "H", "H"], "positions_angstrom": [[-0.428, -0.560, 0.354], [1.439, -3.272, 2.670], [0.864, -2.796, 1.723], [-0.336, -2.112, 1.704], [-1.488, -2.783, 1.971], [-1.626, -3.848, 2.867], [-2.848, -4.473, 2.990], [-3.944, -4.040, 2.238], [-3.835, -2.988, 1.353], [-2.598, -2.356, 1.179], [-2.309, -1.313, 0.338], [-3.336, -0.479, -0.063], [-4.450, -0.801, -0.411], [-2.907, 0.938, 0.128], [-3.779, 1.984, -0.130], [-3.384, 3.277, 0.157], [-2.131, 3.464, 0.731], [-1.316, 2.374, 0.957], [-1.672, 1.121, 0.655], [1.282, -2.959, 0.288], [2.035, -4.046, -0.133], [2.084, -4.329, -1.488], [1.379, -3.513, -2.364], [0.701, -2.412, -1.870], [0.647, -2.137, -0.570], [-0.781, -4.142, 3.473], [-2.964, -5.291, 3.686], [-4.895, -4.535, 2.352], [-4.686, -2.654, 0.780], [-4.746, 1.761, -0.551], [-4.029, 4.114, -0.052], [-1.794, 4.450, 1.008], [-0.331, 2.503, 1.385], [2.520, -4.670, 0.604], [2.635, -5.181, -1.849], [1.338, -3.730, -3.418], [0.176, -1.726, -2.521], [3.801, 1.082, 2.277], [2.597, 1.150, 2.963], [1.452, 0.685, 2.344], [1.433, 0.191, 1.100], [2.594, 0.142, 0.437], [3.789, 0.562, 0.990], [4.716, 1.414, 2.740], [2.543, 1.545, 3.965], [0.506, 0.700, 2.871], [2.551, -0.226, -0.579], [4.699, 0.482, 0.418], [2.588, 3.373, -1.411], [1.143, 3.096, -2.650], [1.696, 2.855, -4.456], [-0.060, 4.574, -2.516], [0.373, 1.538, -1.962], [-0.036, 0.630, -1.254], [2.852, 4.424, -1.339], [3.479, 2.826, -1.702], [2.309, 3.035, -0.416], [2.531, 3.504, -4.704], [0.883, 3.092, -5.137], [2.006, 1.837, -4.669], [0.350, 5.453, -3.010], [-0.265, 4.846, -1.484], [-1.013, 4.350, -2.987]]}

{"formula": "C28H26N5O5SW", "method": "ωB97M-V/def2-TZVPD", "multiplicity": 3, "homo_lumo_gap_ev": [7.0637, 7.0651], "homo_ev": [-17.24, -17.15], "total_charge": 3, "max_force_ev_per_a": 0.2, "e_above_lowest_ev": 0.221, "species": ["W", "O", "C", "C", "C", "C", "N", "C", "C", "C", "C", "C", "C", "O", "C", "C", "N", "H", "H", "H", "H", "H", "H", "H", "H", "H", "H", "H", "H", "C", "C", "C", "C", "N", "C", "C", "C", "C", "C", "C", "N", "H", "H", "H", "H", "H", "H", "H", "H", "N", "C", "C", "C", "C", "C", "C", "S", "O", "O", "O", "H", "H", "H", "H", "H", "H"], "positions_angstrom": [[-0.979, -0.469, -0.498], [5.457, 0.511, 1.980], [5.317, 0.243, 0.611], [3.861, 0.049, 0.315], [3.414, -0.205, -0.980], [2.071, -0.399, -1.201], [1.151, -0.334, -0.216], [1.578, -0.054, 1.041], [2.913, 0.126, 1.333], [0.505, 0.068, 2.046], [0.735, 0.293, 3.387], [-0.335, 0.404, 4.270], [-0.098, 0.640, 5.730], [1.283, 0.723, 5.943], [-1.626, 0.286, 3.754], [-1.796, 0.062, 2.411], [-0.755, -0.049, 1.556], [6.388, 0.614, 2.206], [5.849, -0.667, 0.307], [5.692, 1.061, -0.016], [4.085, -0.258, -1.826], [1.708, -0.588, -2.204], [3.250, 0.342, 2.336], [1.737, 0.381, 3.779], [-0.560, -0.184, 6.289], [-0.623, 1.560, 6.018], [1.471, 0.849, 6.880], [-2.495, 0.365, 4.395], [-2.785, -0.039, 1.984], [-5.452, -0.264, -0.668], [-5.685, 1.084, -0.899], [-4.602, 1.939, -1.013], [-3.313, 1.445, -0.895], [-3.083, 0.128, -0.667], [-4.149, -0.692, -0.559], [-2.114, 2.300, -1.042], [-2.198, 3.663, -1.253], [-1.041, 4.410, -1.421], [0.180, 3.762, -1.371], [0.202, 2.403, -1.142], [-0.914, 1.667, -0.973], [-6.262, -0.973, -0.573], [-6.694, 1.463, -0.994], [-4.773, 2.987, -1.203], [-3.952, -1.736, -0.370], [-3.157, 4.156, -1.295], [-1.100, 5.477, -1.592], [1.110, 4.297, -1.504], [1.144, 1.882, -1.096], [-1.486, -2.564, -0.082], [-0.614, -2.476, -1.216], [0.643, -3.211, -1.275], [1.303, -3.335, -2.429], [0.800, -2.702, -3.666], [-0.571, -2.116, -3.618], [-1.268, -2.090, -2.463], [4.392, -2.231, -4.558], [4.392, -3.310, -3.617], [3.892, -0.972, -4.079], [1.447, -2.631, -4.685], [-1.063, -3.006, 0.730], [-2.392, -2.992, -0.254], [1.032, -3.646, -0.360], [2.243, -3.867, -2.500], [-0.991, -1.783, -4.559], [-2.318, -1.797, -2.469]]}

{"formula": "C28H27Br2N3ORhS", "method": "ωB97M-V/def2-TZVPD", "multiplicity": 1, "homo_lumo_gap_ev": 6.5727, "homo_ev": -10.86, "total_charge": 1, "max_force_ev_per_a": 1.1, "e_above_lowest_ev": 0.805, "species": ["Rh", "Br", "C", "C", "C", "C", "C", "C", "C", "C", "C", "C", "H", "H", "H", "H", "H", "H", "C", "C", "C", "C", "C", "Br", "N", "C", "H", "H", "H", "H", "H", "H", "C", "C", "N", "C", "C", "C", "S", "N", "C", "O", "C", "C", "C", "C", "C", "C", "H", "H", "H", "H", "H", "H", "H", "H", "H", "H", "H", "H", "H", "H", "H"], "positions_angstrom": [[0.386, 0.741, -0.559], [0.507, 0.739, 1.931], [2.414, 0.732, 2.041], [3.010, 0.688, 3.257], [4.427, 0.672, 3.302], [5.145, 0.692, 2.144], [4.504, 0.732, 0.876], [5.242, 0.733, -0.333], [4.596, 0.753, -1.530], [3.175, 0.793, -1.580], [2.423, 0.794, -0.439], [3.093, 0.759, 0.814], [2.427, 0.661, 4.168], [4.925, 0.638, 4.260], [6.228, 0.669, 2.173], [6.324, 0.715, -0.285], [5.159, 0.743, -2.454], [2.706, 0.809, -2.554], [0.612, 6.197, 0.627], [0.523, 5.103, -0.399], [0.430, 5.360, -1.760], [0.316, 4.321, -2.672], [0.310, 3.045, -2.158], [0.102, 1.491, -3.212], [0.427, 2.768, -0.874], [0.524, 3.770, -0.001], [0.602, 7.176, 0.154], [1.527, 6.110, 1.212], [-0.230, 6.146, 1.318], [0.447, 6.382, -2.118], [0.234, 4.490, -3.736], [0.609, 3.487, 1.040], [-4.447, -2.995, 0.944], [-4.441, -2.397, -0.454], [-3.892, -1.025, -0.506], [-4.866, 0.073, -0.536], [-5.314, 0.520, 0.847], [-2.577, -0.826, -0.441], [-2.023, 0.808, -0.384], [-1.845, -1.965, -0.408], [-0.544, -2.107, -0.442], [0.389, -1.239, -0.501], [-0.040, -3.525, -0.404], [-0.938, -4.587, -0.413], [-0.471, -5.893, -0.384], [0.893, -6.141, -0.345], [1.793, -5.083, -0.333], [1.327, -3.777, -0.364], [-4.872, -3.999, 0.908], [-5.046, -2.400, 1.633], [-3.432, -3.064, 1.333], [-5.453, -2.342, -0.852], [-3.853, -3.021, -1.121], [-5.718, -0.277, -1.116], [-4.425, 0.907, -1.075], [-5.809, -0.286, 1.387], [-6.021, 1.345, 0.753], [-4.463, 0.863, 1.436], [-1.998, -4.379, -0.442], [-1.172, -6.717, -0.395], [1.256, -7.160, -0.323], [2.857, -5.277, -0.300], [2.018, -2.944, -0.356]]}

{"formula": "C28H27Cl2MnPS3", "method": "ωB97M-V/def2-TZVPD", "multiplicity": 6, "homo_lumo_gap_ev": [8.4120, 8.1214], "homo_ev": [-7.83, -8.01], "total_charge": 0, "max_force_ev_per_a": 2.3, "e_above_lowest_ev": 0.019, "species": ["Mn", "C", "C", "C", "C", "C", "C", "C", "C", "C", "C", "H", "H", "H", "H", "H", "H", "H", "H", "H", "H", "H", "H", "H", "H", "Cl", "C", "C", "C", "C", "C", "Cl", "C", "S", "H", "H", "H", "S", "P", "S", "C", "C", "C", "C", "C", "C", "C", "C", "C", "C", "C", "C", "H", "H", "H", "H", "H", "H", "H", "H", "H", "H"], "positions_angstrom": [[-3.038, -4.309, 16.707], [-5.488, -7.580, 19.030], [-4.450, -6.524, 19.325], [-4.094, -6.511, 20.797], [-3.181, -6.684, 18.552], [-2.760, -7.831, 17.867], [-1.600, -7.805, 17.106], [-0.720, -6.727, 17.108], [0.544, -6.695, 16.331], [-1.080, -5.609, 17.902], [-2.327, -5.555, 18.570], [-6.373, -7.586, 19.640], [-5.031, -8.594, 19.178], [-5.839, -7.430, 18.066], [-4.847, -5.582, 19.053], [-3.651, -7.457, 21.126], [-4.952, -6.403, 21.415], [-3.367, -5.763, 21.034], [-3.395, -8.700, 17.746], [-1.308, -8.706, 16.538], [0.404, -6.841, 15.255], [1.270, -7.481, 16.656], [1.044, -5.767, 16.427], [-0.392, -4.794, 17.873], [-2.576, -4.631, 19.123], [-4.472, -6.672, 15.118], [-4.611, -5.488, 13.855], [-5.713, -5.518, 13.037], [-5.711, -4.629, 11.954], [-4.677, -3.721, 11.790], [-3.557, -3.710, 12.624], [-2.290, -2.506, 12.385], [-3.497, -4.612, 13.707], [-2.010, -4.759, 14.670], [-6.537, -6.215, 13.117], [-6.548, -4.617, 11.269], [-4.761, -3.014, 10.994], [-5.469, -3.948, 17.005], [-4.832, -2.070, 17.376], [-2.931, -1.956, 17.922], [-5.877, -1.514, 18.705], [-5.552, -1.535, 20.049], [-6.586, -1.575, 20.983], [-7.925, -1.620, 20.538], [-8.230, -1.532, 19.201], [-7.188, -1.487, 18.307], [-5.104, -0.899, 16.030], [-5.009, -1.345, 14.688], [-4.961, -0.439, 13.657], [-5.101, 0.925, 13.869], [-5.364, 1.362, 15.181], [-5.275, 0.463, 16.268], [-4.479, -1.627, 20.372], [-6.385, -1.592, 22.043], [-8.640, -1.766, 21.308], [-9.205, -1.527, 18.796], [-7.409, -1.514, 17.227], [-4.768, -2.390, 14.510], [-4.886, -0.833, 12.631], [-5.046, 1.607, 12.971], [-5.567, 2.375, 15.311], [-5.352, 0.885, 17.273]]}

{"formula": "C28H27CrN3O7PS3", "method": "ωB97M-V/def2-TZVPD", "multiplicity": 2, "homo_lumo_gap_ev": [7.6758, 7.9896], "homo_ev": [-8.34, -8.40], "total_charge": 0, "max_force_ev_per_a": 0.6, "species": ["Cr", "O", "C", "O", "C", "O", "C", "C", "O", "O", "H", "H", "H", "H", "H", "O", "C", "C", "C", "C", "C", "C", "C", "O", "N", "N", "C", "S", "C", "C", "S", "H", "H", "H", "H", "H", "H", "H", "H", "H", "C", "P", "C", "C", "C", "C", "C", "C", "C", "C", "C", "C", "C", "C", "H", "H", "H", "H", "H", "H", "H", "H", "H", "H", "H", "H", "H", "S", "C", "N"], "positions_angstrom": [[0.505, -0.601, -1.177], [1.922, -2.628, -4.364], [0.953, -2.379, -3.532], [1.145, -2.175, -2.337], [-0.431, -2.427, -4.129], [-1.358, -1.827, -3.265], [-1.763, -0.532, -3.689], [-0.622, 0.486, -3.767], [-0.632, 1.328, -4.642], [0.300, 0.384, -2.860], [2.795, -2.422, -3.917], [-0.685, -3.486, -4.241], [-0.413, -1.977, -5.125], [-2.483, -0.192, -2.944], [-2.252, -0.579, -4.665], [-2.014, -2.119, 3.398], [-2.918, -1.396, 2.714], [-4.107, -1.073, 3.369], [-5.085, -0.344, 2.726], [-4.906, 0.082, 1.410], [-3.730, -0.229, 0.762], [-2.722, -0.962, 1.393], [-1.458, -1.196, 0.680], [-1.280, -0.619, -0.479], [-0.524, -1.898, 1.238], [0.608, -1.934, 0.411], [1.449, -2.836, 0.786], [1.186, -3.743, 2.265], [2.617, -4.830, 2.051], [3.681, -4.063, 1.294], [2.881, -3.247, -0.107], [-1.240, -2.268, 2.813], [-4.235, -1.414, 4.388], [-6.001, -0.106, 3.251], [-5.678, 0.646, 0.905], [-3.562, 0.092, -0.257], [2.314, -5.725, 1.509], [2.960, -5.115, 3.045], [4.444, -4.723, 0.883], [4.158, -3.314, 1.926], [-1.310, 2.384, -1.132], [0.143, 1.644, -0.332], [-0.218, 1.657, 1.444], [-1.372, 2.223, 1.977], [-1.634, 2.135, 3.337], [-0.740, 1.486, 4.175], [0.420, 0.928, 3.654], [0.675, 1.007, 2.296], [1.393, 2.940, -0.580], [1.791, 3.196, -1.894], [2.732, 4.177, -2.153], [3.291, 4.902, -1.107], [2.904, 4.643, 0.198], [1.953, 3.665, 0.463], [-1.490, 3.376, -0.717], [-2.183, 1.751, -0.983], [-1.109, 2.483, -2.197], [-2.088, 2.718, 1.335], [-2.544, 2.560, 3.737], [-0.952, 1.403, 5.233], [1.114, 0.410, 4.303], [1.568, 0.541, 1.889], [1.382, 2.609, -2.709], [3.036, 4.369, -3.173], [4.032, 5.664, -1.311], [3.340, 5.201, 1.016], [1.655, 3.473, 1.486], [2.843, 0.034, -0.851], [3.536, -0.812, -2.125], [4.013, -1.404, -2.999]]}

{"formula": "C28H27F3N6O6S4Sn", "method": "ωB97M-V/def2-TZVPD", "multiplicity": 1, "homo_lumo_gap_ev": 6.9650, "homo_ev": -3.45, "total_charge": -2, "max_force_ev_per_a": 0.2, "e_above_lowest_ev": 0.000, "species": ["Sn", "C", "C", "S", "C", "C", "S", "C", "C", "S", "H", "H", "H", "H", "H", "H", "H", "H", "H", "H", "H", "H", "C", "N", "C", "C", "C", "N", "C", "O", "N", "H", "H", "H", "H", "H", "H", "H", "F", "C", "F", "F", "N", "C", "C", "C", "C", "C", "C", "C", "C", "C", "H", "H", "H", "H", "O", "N", "O", "O", "S", "O", "N", "C", "O", "C", "C", "C", "C", "C", "C", "H", "H", "H", "H"], "positions_angstrom": [[-0.699, 0.058, -0.062], [-2.551, 5.660, 1.467], [-2.631, 5.493, -0.048], [-2.147, 3.831, -0.599], [-0.714, 4.189, -1.646], [0.559, 4.592, -0.901], [1.200, 3.245, 0.137], [1.057, 3.848, 1.836], [-0.338, 4.099, 2.393], [-0.880, 5.826, 2.139], [-3.052, 4.833, 1.972], [-3.066, 6.578, 1.762], [-1.995, 6.230, -0.541], [-3.660, 5.671, -0.372], [-0.986, 4.952, -2.381], [-0.544, 3.261, -2.192], [0.393, 5.476, -0.287], [1.332, 4.829, -1.636], [1.698, 4.723, 1.976], [1.510, 3.023, 2.391], [-0.337, 3.913, 3.468], [-1.062, 3.429, 1.938], [-0.396, -4.639, -0.789], [0.792, -3.820, -1.001], [1.906, -4.321, -1.605], [2.967, -3.549, -1.880], [2.915, -2.128, -1.549], [1.745, -1.648, -1.014], [0.751, -2.464, -0.723], [-0.323, -2.064, -0.166], [3.908, -1.305, -1.722], [-0.119, -5.687, -0.874], [-1.160, -4.422, -1.533], [-0.805, -4.444, 0.200], [1.869, -5.377, -1.838], [3.847, -3.970, -2.346], [4.692, -1.804, -2.135], [2.809, 0.467, -2.367], [1.626, 2.056, -2.859], [2.601, 1.180, -3.167], [2.235, 0.554, -4.299], [3.704, 1.908, -3.456], [8.504, 0.729, 3.867], [7.399, 0.672, 3.549], [6.020, 0.598, 3.155], [5.675, 0.155, 1.876], [4.349, 0.085, 1.496], [3.339, 0.459, 2.396], [3.696, 0.901, 3.676], [5.022, 0.972, 4.054], [1.979, 0.386, 1.973], [0.882, 0.271, 1.463], [6.452, -0.134, 1.179], [4.079, -0.260, 0.503], [2.914, 1.184, 4.368], [5.295, 1.314, 5.044], [-2.092, 1.366, 1.872], [-2.539, 0.269, 2.199], [-2.077, -0.703, 1.526], [-5.059, -6.840, -1.822], [-3.818, -6.154, -1.524], [-2.617, -6.921, -1.805], [-3.762, -4.682, -2.131], [-3.733, -3.720, -1.173], [-3.716, -2.510, -1.347], [-3.736, -4.311, 0.228], [-3.651, -3.634, 1.432], [-3.634, -4.387, 2.600], [-3.703, -5.779, 2.558], [-3.780, -6.453, 1.344], [-3.791, -5.688, 0.194], [-3.559, -2.556, 1.440], [-3.552, -3.886, 3.557], [-3.683, -6.343, 3.484], [-3.819, -7.534, 1.300]]}

Number 1: DFT total energy -51074.456 eV, M 590.64 Da. Number 2: DFT total energy -59782.509 eV, M 728.45 Da. Number 3: DFT total energy -189915.959 eV, M 716.33 Da. Number 4: DFT total energy -127637.248 eV, M 616.54 Da. Number 5: DFT total energy -118495.384 eV, M 696.71 Da. Number 6: DFT total energy -108025.466 eV, M 847.53 Da.